(1)
ORCA calculation (ωB97M-V/def2-TZVPD) on a 2-piece molecular cluster, C4H11N2O2P overall.

## Properties
Charge: 0
Orbital gap (alpha / beta) (eV): 8.00 / 7.66
M (g/mol): 150.12

Atoms and positions in Å:
C (-2.088, -0.301, 0.976)
C (2.061, 1.738, 1.046)
C (-1.281, -1.998, -1.491)
C (2.162, 1.148, -0.315)
N (-2.206, -1.545, 1.058)
N (1.524, -0.040, -0.525)
O (-1.267, 1.790, -0.625)
O (-1.351, -0.605, -1.482)
P (-0.989, 0.389, -0.331)
H (-2.646, 0.377, 1.608)
H (2.592, 1.123, 1.739)
H (2.614, 2.704, 1.029)
H (1.030, 1.920, 1.223)
H (-0.649, -2.341, -2.310)
H (-2.385, -2.439, -1.495)
H (-0.953, -2.475, -0.595)
H (1.890, 1.937, -1.013)
H (3.317, 0.801, -0.654)
H (-2.929, -1.712, 1.747)
H (1.555, -0.471, 0.409)

(2)
ORCA calculation (ωB97M-V/def2-TZVPD) on one molecule with the formula C4H11N2O2PS.

## Properties
Charge: 0
Orbital gap (eV): 10.13
M (g/mol): 182.19
Structure (SMILES): CCCS[P@](N)(=O)NC=O

Atoms and positions in Å:
C (-3.362, -1.060, 0.556)
C (-2.219, -0.398, 1.361)
C (-0.899, -1.020, 0.819)
S (0.628, -0.259, 1.257)
P (1.056, 0.318, -0.753)
N (0.861, 1.966, -0.861)
O (0.338, -0.448, -1.762)
N (3.106, -0.028, -1.214)
C (3.955, 0.830, -0.563)
O (3.572, 1.365, 0.487)
H (-3.033, -1.268, -0.455)
H (-3.634, -2.004, 0.913)
H (-4.410, -0.651, 0.562)
H (-2.293, -0.469, 2.495)
H (-2.178, 0.718, 1.267)
H (-0.960, -2.077, 1.200)
H (-1.021, -0.937, -0.350)
H (1.123, 2.328, -1.803)
H (1.105, 2.448, -0.063)
H (3.340, -0.255, -2.096)
H (4.925, 0.901, -0.997)

(3)
ORCA calculation (ωB97M-V/def2-TZVPD) on a 2-piece molecular cluster, C4H11N2O2S overall.

## Properties
Charge: 0
Orbital gap (alpha / beta) (eV): 9.96 / 6.82
<S²>: 0.75
M (g/mol): 151.21
Multiplicity: 2

Atoms and positions in Å:
N (2.259, 0.356, -0.871)
C (0.851, 0.000, -0.866)
C (0.723, -1.547, -1.218)
S (-0.280, -2.660, -0.210)
C (0.355, 0.603, 0.532)
N (-0.816, 1.346, 0.775)
C (-1.798, 1.423, -0.273)
O (1.129, 0.456, 1.453)
H (2.574, 0.224, 0.089)
H (2.838, -0.112, -1.543)
H (0.178, 0.595, -1.545)
H (0.127, -1.648, -2.158)
H (1.747, -1.905, -1.255)
H (-1.072, 1.504, 1.737)
H (-1.594, 2.144, -1.053)
H (-2.000, 0.479, -0.774)
H (-2.845, 1.647, 0.043)
H (-1.000, -1.671, 2.064)
H (-0.253, -0.423, 2.611)
O (-1.122, -0.809, 2.462)

(4)
ORCA calculation (ωB97M-V/def2-TZVPD) on a 2-piece molecular cluster, C4H11N2O3 overall.

## Properties
Charge: -1
Orbital gap (eV): 6.19
M (g/mol): 135.14

Atoms and positions in Å:
C (0.035, 0.781, -1.166)
C (-0.878, 0.764, 0.172)
C (-1.103, 2.086, 0.817)
O (-0.842, 2.151, 2.176)
N (0.564, -0.522, -1.457)
C (1.746, -1.185, -1.059)
N (2.120, -1.283, 0.318)
O (2.524, -1.705, -1.847)
H (-0.640, 0.982, -2.163)
H (0.748, 1.561, -1.072)
H (-1.932, 0.396, -0.051)
H (-0.418, 0.053, 0.992)
H (-0.663, 2.933, 0.357)
H (-2.253, 2.334, 0.765)
H (-1.031, 1.132, 2.556)
H (2.785, -1.964, 0.470)
H (1.667, -0.991, 1.097)
H (-0.260, -2.477, 0.152)
H (-1.063, -2.362, -0.937)
O (-1.106, -2.685, -0.122)

(5)
ORCA calculation (ωB97M-V/def2-TZVPD) on an isolated ion of composition C4H11N2S and charge -1.

## Properties
Charge: -1
Orbital gap (eV): 6.01
M (g/mol): 119.21
Structure (SMILES): NCNCCC[S-]

Atoms and positions in Å:
N (0.103, -0.200, 2.330)
C (-0.397, -1.442, 1.680)
N (-0.142, -1.599, 0.234)
C (-0.600, -0.451, -0.546)
C (0.523, 0.273, -1.321)
C (0.199, 1.778, -1.487)
S (1.427, 2.659, -2.502)
H (1.012, 0.097, 1.982)
H (-0.534, 0.534, 2.110)
H (-1.472, -1.434, 1.850)
H (0.177, -2.211, 2.201)
H (0.877, -1.664, 0.233)
H (-1.100, 0.374, -0.015)
H (-1.431, -0.724, -1.208)
H (1.517, 0.039, -0.929)
H (0.601, -0.019, -2.370)
H (0.100, 2.183, -0.455)
H (-0.862, 1.808, -1.786)

(6)
ORCA calculation (ωB97M-V/def2-TZVPD) on a 2-piece molecular cluster, C4H11N2S overall.

## Properties
Charge: +1
Orbital gap (eV): 9.34
M (g/mol): 119.21

Atoms and positions in Å:
C (-1.512, 1.681, 0.036)
C (-0.358, 1.315, 0.295)
C (-2.162, -1.580, -0.555)
C (1.867, 1.154, -0.272)
N (-0.944, -1.228, 0.273)
N (0.846, 1.142, 0.668)
S (2.890, -0.320, -0.316)
H (-1.666, 2.716, 0.029)
H (-2.355, 1.052, -0.301)
H (-2.931, -0.972, -0.138)
H (-2.107, -1.515, -1.577)
H (-2.533, -2.582, -0.092)
H (1.415, 1.179, -1.327)
H (2.619, 2.019, -0.141)
H (-0.158, -1.464, -0.305)
H (-0.945, -1.893, 1.058)
H (1.192, 0.729, 1.536)
H (3.026, -0.498, -1.584)

(7)
ORCA calculation (ωB97M-V/def2-TZVPD) on a 2-piece molecular cluster, C4H11N2S overall.

## Properties
Charge: +1
Orbital gap (eV): 7.97
M (g/mol): 119.21

Atoms and positions in Å:
C (1.591, -2.452, 0.889)
C (-0.322, 2.644, 0.421)
C (-2.574, 2.011, -0.555)
C (-1.255, 2.725, -0.558)
N (1.470, -3.824, 0.916)
N (1.392, -1.818, -0.244)
S (1.162, -0.164, -0.419)
H (1.861, -1.906, 1.763)
H (1.904, -0.054, -1.565)
H (-0.339, 1.977, 1.324)
H (0.568, 3.291, 0.305)
H (-2.494, 1.419, 0.327)
H (-2.783, 1.280, -1.341)
H (-3.517, 2.623, -0.561)
H (-1.070, 3.210, -1.494)
H (1.722, -4.252, 1.821)
H (1.358, -4.307, 0.045)
H (1.325, -2.401, -1.074)

(8)
ORCA calculation (ωB97M-V/def2-TZVPD) on a 2-piece molecular cluster, C4H11N2S overall.

## Properties
Charge: +1
Orbital gap (alpha / beta) (eV): 8.70 / 8.70
M (g/mol): 119.21

Atoms and positions in Å:
C (-0.565, 0.208, 0.995)
C (0.450, 0.180, -0.038)
C (-2.931, -0.475, -0.345)
C (2.865, -0.128, -0.557)
N (-2.330, 0.800, -0.243)
N (1.827, 0.438, 0.391)
S (-0.273, -1.436, 0.620)
H (-0.634, 0.778, 1.870)
H (0.045, 0.323, -1.094)
H (-2.197, -1.246, -0.473)
H (-3.745, -0.780, 0.519)
H (-3.427, -0.518, -1.428)
H (2.745, -1.234, -0.748)
H (3.024, 0.375, -1.537)
H (3.914, -0.192, -0.204)
H (-2.711, 1.404, 0.475)
H (1.845, 1.396, 0.528)
H (2.097, 0.109, 1.268)